Molecular formula: C6H25N2O4
Method: DFT, ωB97M-V/def2-TZVPD

Properties
Spin multiplicity: 1
HOMO-LUMO gap: 0.3724 hartree
Energy above the lowest of the compared OMol25 structures with the same formula, charge and spin: 45.9 kJ/mol
Electronic energy: -17792.96152 eV
LUMO energy: -0.0851 Ha
HOMO: -12.45 eV
Charge: +1

Each line ends with the Mulliken charge.
Element x y z (Å)
O (-1.8601, -2.9467, 1.1290)  -0.6810
O (-2.3196, -1.4236, -1.1458)  -0.6038
O (-0.0853, -3.6098, 3.1202)  -0.6628
O (0.0991, -0.5580, -3.0843)  -0.5897
N (0.1774, 2.1209, 0.2164)  -0.2889
N (-1.4308, 1.1373, -1.6800)  0.0041
C (-2.1469, 1.6801, -0.5022)  -0.4842
C (2.4350, 0.3746, -0.5297)  -0.3845
C (0.6042, 1.0524, 1.1352)  -0.8735
C (1.2645, -0.0814, 0.3440)  -0.1535
C (3.6303, 0.8515, 0.3086)  -1.3091
C (-1.2022, 2.5761, 0.3167)  -0.7707
H (-1.1677, -3.1355, 1.8034)  0.3624
H (2.1285, 1.1743, -1.1991)  0.2300
H (-1.7506, 0.1736, -1.9037)  0.4613
H (-0.2173, -3.5342, 4.0639)  0.3118
H (0.8314, 2.8889, 0.2606)  0.2610
H (4.4615, 1.0934, -0.3546)  0.3895
H (0.5072, -0.6028, -0.2493)  -0.1972
H (-2.8488, -2.0433, -1.6612)  0.2760
H (-2.4872, 0.8270, 0.0795)  0.2145
H (1.6254, -0.8168, 1.0611)  0.4945
H (-1.5605, 1.6820, -2.5172)  0.3779
H (-3.0066, 2.2505, -0.8300)  0.4288
H (0.0754, -1.3956, -2.5976)  0.3093
H (-0.4214, 1.0661, -1.5044)  -0.0041
H (-1.2391, 3.6202, 0.0039)  0.4625
H (2.7708, -0.4493, -1.1644)  0.4124
H (3.9806, 0.0591, 0.9710)  0.3143
H (-0.2422, 0.6255, 1.6834)  0.3683
H (-2.0135, -1.9465, -0.3525)  0.3701
H (-1.5928, 2.6444, 1.3433)  0.3311
H (0.6282, -0.7384, -3.8765)  0.2884
H (1.3135, 1.4573, 1.8634)  0.4116
H (-2.6668, -3.3301, 1.5432)  0.2971
H (0.3364, -4.4660, 2.9969)  0.3186
H (3.3902, 1.7227, 0.9089)  0.3072